Density functional theory data (ωB97M-V/def2-TZVPD) for a 2-piece molecular cluster, C6H13O3P overall.

CARTESIAN COORDINATES (ANGSTROEM)
C: 2.312 -1.230 -0.867
C: 2.563 -1.351 0.452
C: -1.118 0.204 -1.137
C: -0.012 1.291 0.521
C: -3.289 0.708 0.184
C: -2.321 -0.423 -0.327
O: -0.188 0.954 -0.729
O: 2.590 -0.109 -1.671
O: 2.235 -2.593 1.105
P: 1.624 1.964 0.746
H: 1.912 -2.107 -1.464
H: 3.002 -0.595 1.018
H: -1.253 0.094 -2.260
H: -0.566 0.842 1.374
H: -4.176 0.198 0.646
H: -3.748 1.189 -0.765
H: -2.741 1.403 0.818
H: -2.901 -1.099 -0.847
H: -1.969 -0.997 0.697
H: 2.804 0.582 -1.062
H: 2.208 -3.288 0.320
H: 1.936 1.180 1.822
H: 1.095 3.183 1.424

The value obtained for the calculated total energy is -21857.5865 eV. Its gap between HOMO and LUMO (alpha / beta) is 8.1 / 7.7 eV. For the LUMO energy (alpha / beta), the calculation gives 0.0219 / 0.0168 Ha. The calculation puts the HOMO energy (alpha / beta) at -7.5 / -7.2 eV. As for the energy above the lowest of the compared OMol25 structures with the same formula, charge and spin: 723.0 kJ/mol. The spin multiplicity is 1.

=====

Density functional theory data (ωB97M-V/def2-TZVPD) for a 2-piece molecular cluster, C6H13O4P overall.

CARTESIAN COORDINATES (ANGSTROEM)
C: 0.604 1.642 -1.473
C: -2.013 -1.219 0.785
C: 0.058 1.386 -0.069
C: -0.594 -1.188 -0.040
C: 0.287 -0.075 0.429
C: 2.739 -0.814 -0.604
O: 4.140 1.404 -0.773
O: 5.139 -0.699 0.417
O: 3.432 0.591 1.654
O: 2.606 -1.997 -0.371
P: 3.850 0.348 0.221
H: 0.206 2.548 -1.961
H: 0.191 0.814 -2.083
H: 1.626 1.613 -1.480
H: -1.748 -1.130 1.772
H: -2.863 -0.567 0.560
H: -2.483 -2.226 0.474
H: -1.091 1.597 -0.015
H: 0.574 1.978 0.667
H: -0.272 -2.192 0.076
H: -0.778 -0.902 -1.115
H: 0.218 0.013 1.596
H: 2.270 -0.373 -1.622
H: 4.983 -1.161 1.234

The value obtained for the calculated total energy is -23909.7881 eV. Its gap between HOMO and LUMO is 4.4 eV. For the LUMO energy, the calculation gives 0.2367 Ha. The charge is -2. The calculation puts the HOMO energy at 2.0 eV. The spin multiplicity is 1.

=====

What is the spin multiplicity in the second record?
1

=====

Which value of spin multiplicity does entry 1 give?
1